[1]
Below is a cluster of 3 separate species, C12H28BrClNO6P2 in total, with properties calculated with wB97M-V/def2-TZVPD.

**HOMO level**: -4.28 eV
**HOMO-LUMO gap**: 6.946 eV
**Maximum force**: 1.6 eV/A
**Molecular weight**: 459.7 g/mol
**Charge**: -1
**Total energy**: -127817.7984 eV

```
51
Properties=species:S:1:pos:R:3:forces:R:3:nbo_charge:R:1
C -1.284614 -3.562440 -3.093488 0.2 -0.6 0.0 -0.950
P -1.168112 -3.534532 -1.211310 -1.0 0.9 -0.9 1.240
O -2.562396 -4.594924 -1.086005 0.2 0.0 0.1 -1.040
C 0.437771 -2.419908 -1.192783 0.1 0.0 0.1 -0.864
C 0.282268 -0.948035 -1.171936 0.5 -0.1 0.6 0.607
O 0.764759 -0.181566 -0.398325 -0.3 -0.1 -0.2 -0.549
Cl -0.702429 -0.263789 -2.519387 -0.1 0.1 -0.3 -0.150
N -0.014304 -5.021088 -1.287811 -0.2 -0.3 0.4 -0.856
C -0.216432 -6.033293 -0.664102 0.2 0.6 0.1 0.833
O -0.349244 -7.000264 -0.012039 0.0 -0.5 -0.1 -0.573
P -0.973184 -3.572231 1.104754 0.8 -0.5 0.1 0.710
O -2.163992 -4.528457 1.695900 -0.1 0.4 0.3 -0.991
Br -1.752399 -1.489908 1.532086 -0.2 0.1 0.0 -0.325
H -1.588710 -4.571936 -3.377795 -0.1 0.1 0.0 0.220
H -0.327061 -3.380569 -3.584953 0.0 0.2 0.0 0.202
H -2.031167 -2.854586 -3.455266 0.1 0.1 0.1 0.206
H -2.031598 -2.376139 -1.146717 0.1 0.0 0.2 -0.169
H -3.294704 -4.079707 -1.433501 -0.1 0.0 0.0 0.463
H 1.035230 -2.685175 -0.317193 0.1 0.1 0.0 0.245
H 1.032847 -2.674769 -2.071817 -0.2 -0.1 -0.1 0.257
H -3.037176 -4.195012 1.455412 -0.1 -0.3 -0.3 0.485
C 6.373471 2.879620 1.316800 0.0 0.0 0.1 -0.644
C 6.207172 1.783260 0.276340 0.0 0.0 -0.1 -0.061
O 5.559769 0.623739 0.753733 0.1 -0.1 0.0 -0.537
C 4.236494 0.808765 1.244183 -0.1 0.0 0.1 -0.067
C 3.259983 1.365258 0.226569 0.3 0.2 -0.1 -0.642
H 6.921194 2.504056 2.182752 0.0 0.0 0.0 0.207
H 6.926520 3.718147 0.890095 0.0 0.0 0.0 0.206
H 5.412586 3.258084 1.666719 0.0 0.0 0.0 0.206
H 7.190097 1.444633 -0.055686 0.0 0.0 0.0 0.179
H 5.692852 2.176200 -0.608793 0.0 0.0 0.0 0.159
H 4.251464 1.434197 2.145067 0.0 0.0 0.0 0.149
H 3.909048 -0.181935 1.557848 0.0 0.0 0.0 0.196
H 3.545385 2.366996 -0.105549 0.0 0.0 0.1 0.185
H 2.264314 1.425421 0.658741 0.0 -0.1 0.0 0.242
H 3.211329 0.721993 -0.650484 -0.1 0.0 0.0 0.220
C -2.492388 4.327555 0.411380 0.0 0.0 0.1 -0.643
C -2.568052 2.859472 0.023309 0.0 0.0 -0.1 -0.066
O -2.892403 1.996493 1.093764 0.1 -0.1 0.1 -0.523
C -4.132296 2.208960 1.731203 -0.1 0.0 0.0 -0.061
C -5.334298 2.078754 0.809815 0.0 0.0 -0.1 -0.645
H -1.766905 4.471938 1.213582 0.0 0.0 0.0 0.210
H -2.184734 4.923595 -0.449135 0.0 0.0 0.0 0.210
H -3.453954 4.712755 0.756217 0.0 0.0 0.0 0.195
H -1.593247 2.518596 -0.325440 0.0 0.0 0.0 0.205
H -3.265662 2.719236 -0.811168 0.0 0.0 0.0 0.156
H -4.145983 3.180387 2.243360 0.0 0.0 0.0 0.148
H -4.184904 1.444372 2.507029 0.0 0.0 0.0 0.191
H -5.330770 2.833546 0.021702 0.0 0.0 0.0 0.198
H -6.256841 2.198026 1.380546 0.0 0.0 0.0 0.206
H -5.340059 1.097386 0.333844 0.0 0.0 0.0 0.220
```
Positions in Å, forces in eV/Å.

=====

[2]
Below is the ion C4H4N with charge +1, with properties calculated with wB97M-V/def2-TZVPD.

**HOMO level**: -15.29 eV
**HOMO-LUMO gap**: 9.304 eV
**Maximum force**: 6.1 eV/A
**Molecular weight**: 66.1 g/mol
**SMILES**: C#[N+]C1=CC1
**ΔE to the lowest compared entry with this formula, charge and spin**: 1.241 eV
**Charge**: +1
**Total energy**: -5690.4161 eV

```
9
Properties=species:S:1:pos:R:3:forces:R:3:nbo_charge:R:1
C -1.791528 1.285174 0.903934 3.5 -4.0 -1.6 0.456
N -1.035785 0.447510 0.585780 -3.7 4.3 2.4 -0.168
C -0.018863 -0.261313 0.193368 -0.1 0.2 -2.5 0.014
C 0.836138 -1.183328 0.286244 2.1 -1.0 -0.3 0.015
C 0.931252 -0.358788 -1.031282 -3.2 -2.2 1.7 -0.323
H -2.430051 2.066751 1.140714 -1.2 1.1 0.4 0.293
H 1.388846 -1.819839 0.972780 -0.3 -0.2 -0.4 0.274
H 1.582233 0.391990 -1.029013 3.0 2.8 0.0 0.201
H 0.537758 -0.568156 -2.022524 -0.1 -0.9 0.4 0.239
```
Positions in Å, forces in eV/Å.

=====

[3]
Below is a structure of composition C31H25BrI2N3O4SSeTi, with properties calculated with wB97M-V/def2-TZVPD.

**HOMO level (spin up / spin down)**: -7.14 / -7.14 eV
**HOMO-LUMO gap (spin up / spin down)**: 6.676 / 6.640 eV
**Maximum force**: 0.6 eV/A
**Molecular weight**: 996.2 g/mol
**ΔE to the lowest compared entry with this formula, charge and spin**: 0.626 eV
**Expectation value of S²**: 0.7531
**Total energy**: -230757.2754 eV
**Multiplicity**: 2

```
69
Properties=species:S:1:pos:R:3:forces:R:3:nbo_charge:R:1
Ti 0.190863 -0.251086 0.257248 0.2 -0.2 0.6 1.555
Br 1.670798 1.268970 1.906377 -0.1 0.0 0.0 0.193
C 0.161757 2.028991 2.818713 0.0 0.0 0.0 -0.001
C 0.424502 2.868758 3.853660 0.0 0.0 0.0 -0.237
C -0.659808 3.419170 4.570101 0.0 0.0 0.0 -0.206
C -1.937715 3.087927 4.231068 0.0 0.0 0.0 -0.206
C -2.204048 2.208876 3.151890 0.0 0.0 0.0 0.024
C -3.532236 1.860934 2.803408 0.0 0.1 0.0 -0.216
C -3.773116 1.046334 1.736906 0.0 0.0 0.0 -0.220
C -2.694793 0.527803 0.982156 0.0 0.0 0.1 -0.209
C -1.375220 0.796891 1.276807 -0.1 0.0 -0.2 -0.435
C -1.137210 1.663779 2.389258 0.0 0.0 0.0 -0.132
H 1.442728 3.110793 4.124212 0.0 0.0 0.0 0.227
H -0.462892 4.093219 5.392949 0.0 0.0 0.0 0.218
H -2.774755 3.495097 4.786308 0.0 0.0 0.0 0.211
H -4.347890 2.260924 3.395330 0.0 0.0 0.0 0.207
H -4.791246 0.784114 1.473597 0.0 0.0 0.0 0.209
H -2.936769 -0.130137 0.152897 0.0 0.0 0.0 0.195
I 0.797824 -4.096386 3.606289 0.0 0.0 -0.1 0.179
C -0.158185 -4.099784 1.758753 0.0 0.1 0.1 -0.220
C -0.664886 -5.298095 1.218092 -0.1 0.0 -0.1 -0.217
C -1.283175 -5.321541 -0.001440 0.0 -0.2 0.0 -0.168
I -1.993264 -7.147612 -0.732417 0.0 0.0 0.0 0.148
C -1.428616 -4.130827 -0.756976 0.0 0.1 0.0 -0.135
C -2.014630 -4.012174 -2.036272 0.0 0.0 0.0 -0.103
C -2.055569 -2.796444 -2.661234 0.0 0.0 0.0 -0.260
C -1.514745 -1.669930 -2.023411 0.0 0.0 0.1 0.093
N -0.979473 -1.741298 -0.825043 0.0 0.0 -0.2 -0.504
C -0.930534 -2.944045 -0.189110 0.1 0.0 0.0 0.178
C -0.276364 -2.908209 1.079577 0.1 -0.1 0.0 0.303
O 0.186904 -1.750125 1.487951 0.1 0.1 -0.2 -0.755
H -0.556065 -6.212450 1.784499 0.0 0.0 0.0 0.238
H -2.418827 -4.891018 -2.521018 0.0 0.0 0.0 0.234
H -2.490381 -2.694509 -3.645156 0.0 0.0 0.0 0.230
H -1.507943 -0.697429 -2.500406 0.0 0.0 0.0 0.217
C -2.872636 4.946705 0.417628 0.0 0.0 0.0 -0.417
N -2.459925 4.389834 -0.854827 0.0 0.0 0.0 -0.366
C -3.315909 4.082216 -1.893935 0.0 0.0 0.0 -0.080
C -2.563604 3.586328 -2.893991 0.0 0.0 0.0 -0.070
N -1.252816 3.596679 -2.459344 0.0 0.0 0.1 -0.370
C -0.109356 3.124816 -3.215814 0.0 0.0 -0.1 -0.420
C -1.182843 4.077326 -1.192341 -0.1 0.0 -0.1 0.254
Se 0.328097 4.244178 -0.168237 0.1 0.1 0.0 -0.327
H -3.489262 5.828621 0.246854 0.0 0.0 0.0 0.204
H -1.976697 5.222582 0.968528 0.0 0.0 0.0 0.257
H -3.429021 4.205884 0.988311 0.0 -0.1 0.0 0.215
H -4.375163 4.253421 -1.830178 0.0 0.0 0.0 0.228
H -2.838099 3.243646 -3.875194 0.0 0.0 0.0 0.225
H -0.378335 3.100719 -4.269816 0.0 0.0 0.0 0.202
H 0.186434 2.133284 -2.875620 -0.1 0.2 -0.1 0.245
H 0.721594 3.809699 -3.056934 0.0 0.0 0.0 0.234
C 6.463705 3.783892 -0.961012 0.0 0.0 0.0 -0.631
C 5.363132 2.789168 -1.206963 0.0 0.0 0.0 0.013
C 4.437210 2.987168 -2.228978 0.0 0.0 0.0 -0.215
C 3.409272 2.086473 -2.440629 0.0 0.0 0.0 -0.104
C 3.302353 0.976098 -1.615934 0.0 0.1 0.0 -0.387
C 4.212409 0.752479 -0.594989 0.0 0.0 0.0 -0.170
C 5.240592 1.660945 -0.401707 0.0 0.0 0.0 -0.215
S 1.961454 -0.131166 -1.859098 0.0 -0.1 0.0 2.411
O 2.044257 -1.151682 -0.801450 0.0 0.0 -0.1 -0.973
O 1.946593 -0.573269 -3.217515 0.0 0.0 0.0 -0.919
O 0.719696 0.663561 -1.498239 -0.1 -0.2 0.2 -1.018
H 6.596610 4.444272 -1.816543 0.0 0.0 0.0 0.218
H 7.410384 3.281080 -0.762879 0.0 0.0 0.0 0.221
H 6.231193 4.403132 -0.092484 0.0 0.0 0.0 0.228
H 4.521344 3.860245 -2.864061 0.0 0.0 0.0 0.215
H 2.692097 2.239936 -3.236398 0.0 0.0 0.0 0.219
H 4.114339 -0.126393 0.028298 0.0 0.0 0.0 0.241
H 5.960056 1.490352 0.390313 0.0 0.0 0.0 0.216
```
Positions in Å, forces in eV/Å.

=====

[4]
Below is the molecule Br2OS2, with properties calculated with wB97M-V/def2-TZVPD.

**HOMO level (spin up / spin down)**: -8.75 / -8.75 eV
**HOMO-LUMO gap (spin up / spin down)**: 6.060 / 6.062 eV
**Maximum force**: 0.8 eV/A
**Molecular weight**: 239.9 g/mol
**ΔE to the lowest compared entry with this formula, charge and spin**: 0.956 eV
**Total energy**: -163800.5059 eV

```
5
Properties=species:S:1:pos:R:3:forces:R:3:nbo_charge:R:1
O 0.166574 0.702984 0.689022 -0.6 -0.1 0.2 -0.772
S 1.226280 0.228959 -0.172187 -0.2 -0.3 -0.7 1.015
S -2.190404 -0.582618 -0.641525 0.2 0.3 0.4 -0.235
Br 1.918963 -1.741776 0.526296 0.0 0.0 0.1 -0.124
Br -0.616426 -0.863087 -1.992510 0.5 0.1 0.1 0.116
```
Positions in Å, forces in eV/Å.